Record 1
Here is one molecule with the formula C4H4ClFO in a non-equilibrium geometry from the OMol25 dataset. Energies are from ωB97M-V with the def2-TZVPD basis set.

Atoms and positions in Å:
Cl: -3.3281 -0.4833 0.1291
F: -1.3160 1.1551 0.0993
O: 1.7738 -1.3461 0.3219
C: 1.2392 0.9272 -0.0160
C: -0.6827 -1.0766 -0.2069
C: 0.7500 -0.5981 -0.1305
C: -1.5297 -0.1469 0.0056
H: 2.2481 0.7285 -0.0488
H: 0.6583 1.6253 -0.7062
H: -0.9007 -2.0667 -0.4735
H: 1.0877 1.2816 1.0259

Output
Multiplicity: 1
E_HOMO (eV): -10.03
HOMO-LUMO gap (eV): 9.76
Strongest force on any atom (eV Å⁻¹): 7.46

Löwdin atomic charge list, values in e, 2 entries: number 1, Cl, carries 0.6220; number 2, F, carries 0.0359

=====

Record 2
Here is one molecule with the formula C4H4ClFO in a non-equilibrium geometry from the OMol25 dataset. Energies are from ωB97M-V with the def2-TZVPD basis set.

Atoms and positions in Å:
Cl: 1.6598 -0.7419 -2.0831
F: -0.9493 2.4221 0.5868
O: -0.7564 -1.8019 0.8093
C: 0.0942 -1.7035 -0.0587
C: 0.7137 -0.4709 -0.6518
C: -0.6869 1.0994 0.6687
C: 0.4138 0.7654 -0.2593
H: 0.5885 -2.5585 -0.5118
H: -0.4636 0.8379 1.7172
H: 0.9778 1.6067 -0.6278
H: -1.5917 0.5453 0.4105

Output
Multiplicity: 1
E_HOMO (eV): -10.05
HOMO-LUMO gap (eV): 9.57
Strongest force on any atom (eV Å⁻¹): 1.67

Löwdin atomic charge list, values in e, 2 entries: number 1, Cl, carries 0.6748; number 2, F, carries -0.0214

=====

Record 3
Here is one molecule with the formula C4H4ClN3 from the OMol25 dataset. Energies are from ωB97M-V with the def2-TZVPD basis set.

Atoms and positions in Å:
Cl: 2.7549 -0.0068 -0.7252
N: -0.2819 1.9980 -0.0114
N: -1.8558 0.2652 -0.6315
N: -0.4111 -1.4734 -0.0498
C: -1.6802 -1.0081 -0.5318
C: -0.6146 0.7980 -0.1778
C: 1.6432 -0.3145 0.6452
C: 0.2486 -0.3884 0.1518
H: -1.0732 2.6089 -0.3009
H: 1.9090 -1.2540 1.0991
H: -2.4292 -1.7387 -0.8059
H: 1.7904 0.5137 1.3381

Output
Multiplicity: 1
E_HOMO (eV): -10.81
HOMO-LUMO gap (eV): 9.48
Strongest force on any atom (eV Å⁻¹): 0.84

Löwdin atomic charge list, values in e, 2 entries: number 1, Cl, carries 0.5677; number 2, N, carries 0.2157

=====

Record 4
Here is C4H4ClN3 as an isolated structure in a non-equilibrium geometry from the OMol25 dataset. Energies are from ωB97M-V with the def2-TZVPD basis set.

Atoms and positions in Å:
Cl: -2.9262 -1.0059 0.6501
N: -1.5652 2.3646 0.1808
N: -0.1799 -0.8157 0.0173
N: 1.5619 0.7679 -0.0433
C: -0.7537 1.5255 -0.0332
C: 2.0180 -0.4796 -0.1176
C: 0.1897 0.5430 0.0467
C: 0.9794 -1.4567 -0.0783
H: 3.0447 -0.6764 -0.1838
H: -2.1256 2.7365 -0.5740
H: -1.3245 -1.0115 0.3935
H: 1.0815 -2.4918 -0.2582

Output
Multiplicity: 1
E_HOMO (eV): -9.25
HOMO-LUMO gap (eV): 7.63
Strongest force on any atom (eV Å⁻¹): 2.11

Löwdin atomic charge list, values in e, 2 entries: number 1, Cl, carries -0.1423; number 2, N, carries 0.2753

=====

Record 5
Here is a 2-piece molecular cluster, C4H4ClNO overall in a non-equilibrium geometry from the OMol25 dataset. Energies are from ωB97M-V with the def2-TZVPD basis set.

Atoms and positions in Å:
Cl: 2.4635 0.9764 -0.0466
O: 2.2225 -1.4562 0.7151
N: -1.0691 0.7838 -0.0861
C: -0.5022 -0.3830 -0.3176
C: -1.0190 -1.5928 -0.5260
C: 1.5765 -0.5610 0.2704
C: -0.4990 1.8018 0.4545
H: -1.2380 2.6707 0.6282
H: -0.4040 -2.4794 -0.8991
H: 0.5091 1.7670 0.6771
H: -2.0403 -1.5272 -0.8700

Output
Multiplicity: 1
E_HOMO (eV): -9.09
HOMO-LUMO gap (eV): 8.53
Strongest force on any atom (eV Å⁻¹): 4.56

Löwdin atomic charge list, values in e, 2 entries: number 1, Cl, carries 0.5681; number 2, O, carries -0.0144

=====

Record 6
Here is one molecule with the formula C4H4ClNOS in a non-equilibrium geometry from the OMol25 dataset. Energies are from ωB97M-V with the def2-TZVPD basis set.

Atoms and positions in Å:
Cl: -3.0278 -0.4013 -0.0506
S: 2.2396 -1.4684 -0.1711
O: 0.6130 1.9378 -0.9241
N: 1.0263 2.0350 0.3732
C: -1.3778 -0.0394 0.3583
C: 1.2566 0.8549 0.8283
C: -0.3382 -0.7431 -0.1093
C: 1.0551 -0.4407 0.1452
H: -1.4315 0.7244 1.1259
H: 1.4412 0.8220 1.8772
H: 0.4799 2.8576 -1.1521
H: -0.5117 -1.6255 -0.8072

Output
Multiplicity: 1
E_HOMO (eV): -9.10
HOMO-LUMO gap (eV): 7.99
Strongest force on any atom (eV Å⁻¹): 2.08

Löwdin atomic charge list, values in e, 2 entries: number 1, Cl, carries 0.6200; number 2, S, carries 0.7961

=====

Record 7
Here is one molecule with the formula C4H4ClNS2 from the OMol25 dataset. Energies are from ωB97M-V with the def2-TZVPD basis set.

Atoms and positions in Å:
Cl: 3.9017 0.1314 -0.0017
S: 1.5800 2.4937 0.0007
S: -1.0415 1.3705 -0.0034
N: -1.6928 -0.2006 -0.0056
C: 2.4213 -0.7415 -0.0002
C: -2.9584 -0.3113 -0.0014
C: 0.6978 1.1302 -0.0050
C: 1.1732 -0.2634 0.0018
H: -3.6526 0.5553 0.0050
H: -3.4035 -1.3059 0.0279
H: 2.5744 -1.8300 -0.0074
H: 0.4006 -1.0284 -0.0108

Output
Multiplicity: 1
E_HOMO (eV): -8.69
HOMO-LUMO gap (eV): 7.88
Strongest force on any atom (eV Å⁻¹): 0.67

Löwdin atomic charge list, values in e, 2 entries: number 1, Cl, carries 0.6237; number 2, S, carries 0.6441

=====

Record 8
Here is C4H4CuO2 as an isolated structure in a non-equilibrium geometry from the OMol25 dataset. Energies are from ωB97M-V with the def2-TZVPD basis set.

Atoms and positions in Å:
Cu: 1.8056 1.4837 0.2765
O: -3.1133 0.5659 -0.3815
O: 2.1980 -0.2039 -0.6415
C: 0.8508 -0.7077 -0.4067
C: 0.1487 0.4264 0.3343
C: -1.0674 0.2669 0.8674
C: -2.2604 0.8036 0.5646
H: -2.6498 0.7536 1.6780
H: 0.9219 -1.6362 0.1802
H: 0.3885 -0.9275 -1.3820
H: 2.7774 -0.8247 -1.0893

Output
Multiplicity: 2
<S²>: 0.772
E_HOMO (alpha / beta) (eV): -7.27 / -8.35
HOMO-LUMO gap (alpha / beta) (eV): 6.46 / 7.24
Strongest force on any atom (eV Å⁻¹): 7.16

Löwdin atomic charge list, values in e, 2 entries: number 1, Cu, carries 0.5400; number 2, O, carries -0.0599